# 1
ORCA calculation (ωB97M-V/def2-TZVPD) on 6 unconnected molecules or ions with the total composition C20H48O8S2 in a non-equilibrium geometry.

As for the HOMO energy: -9.50 eV. The calculation puts the lowest unoccupied orbital energy at 0.1 eV.

```
78
C20H48O8S2, DFT ωB97M-V/def2-TZVPD
C 2.37 -9.87 8.21
C 1.53 -10.46 7.01
C 2.11 -10.11 5.63
O 1.76 -11.75 7.30
H 2.46 -8.83 7.91
H 3.38 -10.24 8.34
H 1.89 -10.03 9.18
H 0.52 -10.04 7.05
H 2.21 -9.03 5.52
H 1.53 -10.58 4.84
H 3.08 -10.57 5.46
H 2.69 -11.89 7.08
C -2.91 -0.90 12.88
C -2.20 -2.30 13.00
C -0.62 -2.40 12.64
O -2.23 -2.74 14.32
H -3.98 -0.77 13.06
H -2.64 -0.67 11.85
H -2.50 -0.15 13.56
H -2.85 -2.89 12.35
H -0.37 -2.18 11.61
H -0.16 -3.34 12.94
H 0.03 -1.69 13.14
H -1.98 -3.67 14.31
C 6.08 -13.02 16.36
C 6.56 -13.65 17.66
C 5.41 -14.54 18.34
O 7.80 -14.37 17.36
H 5.36 -12.22 16.54
H 5.59 -13.84 15.82
H 6.82 -12.62 15.67
H 6.87 -12.73 18.16
H 5.69 -14.71 19.37
H 5.20 -15.54 17.95
H 4.47 -14.00 18.36
H 8.61 -13.85 17.33
C -0.03 -15.46 23.38
C 0.54 -14.14 23.03
C -0.44 -13.10 23.13
O 1.70 -13.87 23.87
H -0.79 -15.72 22.64
H -0.49 -15.40 24.37
H 0.79 -16.18 23.33
H 0.99 -14.23 22.05
H -1.34 -13.22 22.54
H 0.04 -12.28 22.60
H -0.69 -12.68 24.10
H 1.62 -12.94 24.06
C 6.08 -6.49 13.09
C 7.02 -6.15 11.78
C 8.29 -5.43 12.38
S 7.91 -4.69 14.04
O 7.91 -3.29 13.90
O 8.79 -5.41 15.08
C 6.16 -5.30 14.04
H 6.44 -7.33 13.68
H 5.06 -6.59 12.73
H 6.57 -5.44 11.09
H 7.19 -7.02 11.14
H 8.74 -4.62 11.81
H 9.09 -6.14 12.60
H 5.66 -4.45 13.57
H 5.70 -5.39 15.02
C -2.49 -10.19 16.56
C -0.96 -10.36 16.65
C -0.45 -10.49 15.19
S -1.27 -8.99 14.44
O -1.75 -9.31 13.12
O -0.46 -7.77 14.72
C -2.65 -8.91 15.65
H -2.85 -10.01 17.57
H -2.77 -11.11 16.04
H -0.64 -11.20 17.27
H -0.52 -9.46 17.08
H -1.11 -11.17 14.67
H 0.62 -10.63 15.00
H -3.54 -8.74 15.06
H -2.42 -8.07 16.30
```



# 2
ORCA calculation (ωB97M-V/def2-TZVPD) on a molecular structure, C20H49AlF4N3 in a non-equilibrium geometry.

The net charge is -1. As for the HOMO energy: -5.52 eV. The calculation puts the lowest unoccupied orbital energy at 2.7 eV.

```
77
C20H49AlF4N3, DFT ωB97M-V/def2-TZVPD
F 5.83 -3.21 0.79
C 5.11 -2.01 0.96
F 5.88 -0.94 0.44
C 3.79 -2.12 0.06
F 3.94 -3.26 -0.79
F 3.76 -1.00 -0.81
Al 2.02 -2.18 1.09
H 4.90 -1.84 2.05
H 1.15 -0.89 0.65
H 2.19 -2.20 2.69
H 1.22 -3.46 0.56
C -2.24 -2.68 1.86
C -2.26 -1.57 2.90
N -2.64 -0.26 2.37
C -2.41 0.83 3.31
C -3.23 0.84 4.60
C -3.90 -0.21 1.65
C -5.17 -0.63 2.40
H -1.57 -2.42 1.03
H -1.87 -3.60 2.31
H -3.23 -2.88 1.46
H -1.25 -1.50 3.32
H -2.92 -1.88 3.73
H -2.55 1.78 2.79
H -1.35 0.82 3.58
H -4.25 1.16 4.42
H -2.79 1.56 5.30
H -3.24 -0.13 5.09
H -3.81 -0.84 0.75
H -4.04 0.80 1.25
H -5.03 -1.53 2.99
H -5.97 -0.83 1.68
H -5.53 0.17 3.05
C -3.87 -1.96 -5.70
C -2.69 -2.11 -4.75
N -2.65 -1.09 -3.71
C -1.39 -1.08 -2.96
C -1.05 -2.31 -2.12
C -3.85 -0.95 -2.89
C -4.33 -2.18 -2.12
H -3.88 -0.97 -6.17
H -3.79 -2.71 -6.50
H -4.83 -2.12 -5.20
H -1.78 -2.03 -5.35
H -2.71 -3.12 -4.32
H -1.36 -0.20 -2.32
H -0.58 -0.93 -3.68
H -1.63 -2.35 -1.20
H 0.00 -2.28 -1.83
H -1.20 -3.25 -2.67
H -4.66 -0.62 -3.54
H -3.71 -0.13 -2.19
H -4.28 -3.10 -2.71
H -5.37 -2.04 -1.81
H -3.75 -2.34 -1.20
C 2.54 1.76 0.74
C 3.19 3.11 0.98
N 4.64 3.09 0.90
C 5.27 4.31 1.38
C 4.99 5.61 0.62
C 5.20 2.56 -0.34
C 4.81 3.25 -1.65
H 2.92 1.00 1.42
H 1.46 1.84 0.89
H 2.69 1.42 -0.29
H 2.91 3.43 2.00
H 2.75 3.85 0.29
H 6.35 4.16 1.44
H 4.95 4.46 2.42
H 5.55 5.66 -0.31
H 5.31 6.47 1.22
H 3.93 5.75 0.40
H 4.92 1.50 -0.42
H 6.29 2.54 -0.27
H 3.74 3.49 -1.70
H 5.02 2.59 -2.49
H 5.38 4.16 -1.82
```



# 3
ORCA calculation (ωB97M-V/def2-TZVPD) on a molecular structure, C20H49NO19P2Si2 in a non-equilibrium geometry.

As for the HOMO energy: -7.52 eV. The calculation puts the lowest unoccupied orbital energy at -0.2 eV.

```
93
C20H49NO19P2Si2, DFT ωB97M-V/def2-TZVPD
N 0.98 -1.85 1.42
P -0.12 -1.08 0.35
O 0.81 -0.18 -0.68
Si -1.15 0.50 1.61
O -2.44 1.06 0.73
Si -3.95 0.60 1.26
P 0.14 2.21 2.33
O 1.27 1.53 3.27
O 0.91 2.91 1.07
H 1.29 -1.24 2.15
H 0.51 -2.60 1.88
H 1.70 -0.51 -0.64
H -1.62 -0.15 2.84
H -3.88 -0.54 2.20
H -4.56 1.76 1.94
H -4.81 0.22 0.13
H 1.66 0.75 2.91
H 0.29 3.20 0.41
C -1.76 1.36 -2.33
C -1.45 0.93 -3.75
O -2.63 0.51 -4.48
C -3.41 1.45 -5.00
O -3.22 2.63 -5.01
O -4.44 0.84 -5.56
C -5.41 1.73 -6.12
H -2.32 0.59 -1.82
H -0.85 1.57 -1.78
H -2.37 2.26 -2.33
H -0.82 0.05 -3.73
H -0.92 1.70 -4.31
H -4.94 2.42 -6.82
H -5.92 2.28 -5.34
H -6.12 1.10 -6.65
C -1.31 -8.47 1.80
C -2.10 -7.24 1.43
O -1.23 -6.11 1.21
C -0.61 -6.10 0.04
O -0.73 -6.91 -0.83
O 0.18 -5.03 0.01
C 0.98 -4.92 -1.17
H -0.66 -8.26 2.66
H -1.98 -9.29 2.06
H -0.67 -8.80 0.98
H -2.75 -6.94 2.25
H -2.72 -7.41 0.56
H 0.36 -4.98 -2.06
H 1.74 -5.70 -1.18
H 1.45 -3.95 -1.11
C 5.08 -11.31 1.98
C 4.30 -11.21 3.27
O 4.26 -9.86 3.77
C 3.40 -9.07 3.16
O 2.66 -9.38 2.27
O 3.49 -7.87 3.70
C 2.65 -6.88 3.08
H 6.08 -10.89 2.11
H 5.18 -12.36 1.68
H 4.59 -10.77 1.18
H 4.80 -11.78 4.06
H 3.29 -11.60 3.16
H 1.62 -7.21 3.05
H 3.01 -6.66 2.08
H 2.73 -5.99 3.70
C 3.39 5.40 2.37
C 2.76 5.39 3.74
O 2.96 6.64 4.43
C 2.18 7.63 4.07
O 1.30 7.58 3.26
O 2.51 8.69 4.77
C 1.77 9.87 4.44
H 4.44 5.66 2.44
H 3.30 4.41 1.91
H 2.90 6.12 1.72
H 3.23 4.64 4.37
H 1.69 5.16 3.69
H 0.70 9.69 4.49
H 2.04 10.22 3.45
H 2.05 10.62 5.18
C -1.46 5.81 -6.09
C -2.09 5.49 -4.76
O -1.43 6.19 -3.69
C -1.76 7.47 -3.60
O -2.54 8.05 -4.29
O -1.07 8.00 -2.60
C -1.29 9.41 -2.44
H -0.39 5.60 -6.06
H -1.92 5.20 -6.87
H -1.59 6.86 -6.35
H -1.98 4.44 -4.53
H -3.15 5.72 -4.75
H -2.35 9.63 -2.36
H -0.86 9.95 -3.28
H -0.79 9.68 -1.53
```



# 4
ORCA calculation (ωB97M-V/def2-TZVPD) on a molecular structure, C20H50AlF9N13O7S2 in a non-equilibrium geometry.

The net charge is -1. Its energy above the lowest of the compared OMol25 structures with the same formula, charge and spin is 0.00 kcal/mol. As for the HOMO energy: -4.60 eV. The calculation puts the lowest unoccupied orbital energy at 1.4 eV.

```
102
C20H50AlF9N13O7S2, DFT ωB97M-V/def2-TZVPD
C 0.74 -5.51 4.57
C 0.11 -6.72 3.83
C -1.30 -6.42 3.27
C -1.38 -6.02 1.77
C -1.40 -7.25 0.83
Al 0.03 -4.73 1.06
S 0.11 -2.77 2.33
C -0.63 -4.17 -0.79
C 0.10 -2.96 -1.40
C -0.62 -1.63 -1.11
C 0.18 -0.39 -1.57
C 0.55 0.61 -0.45
F -0.35 0.61 0.52
F 0.50 1.84 -1.03
C 2.00 0.29 0.00
F 2.79 0.70 -0.97
F 2.23 -0.98 0.12
S 2.58 1.12 1.61
F 1.58 2.34 1.43
F 1.58 0.31 2.48
F 3.72 0.01 1.78
F 3.67 1.98 0.80
F 3.11 1.80 2.93
C 1.90 -5.53 1.02
C 2.80 -5.04 -0.15
C 4.22 -5.59 0.03
N 4.87 -5.25 1.22
O 4.78 -6.25 -0.79
H -0.03 -4.74 4.64
H 1.01 -5.75 5.60
H 1.55 -5.04 4.01
H -0.03 -7.48 4.61
H 0.79 -7.16 3.09
H -1.88 -7.36 3.38
H -1.81 -5.70 3.90
H -2.34 -5.51 1.64
H -2.20 -7.94 1.15
H -1.67 -6.88 -0.17
H -0.43 -7.73 0.74
H 1.40 -2.39 2.35
H -0.50 -5.05 -1.41
H -1.71 -3.99 -0.69
H 0.02 -3.07 -2.50
H 1.17 -2.92 -1.19
H -0.96 -1.61 -0.07
H -1.52 -1.67 -1.72
H 1.09 -0.76 -2.05
H -0.37 0.16 -2.33
H 2.43 -5.32 1.96
H 1.81 -6.62 0.96
H 2.91 -3.95 -0.16
H 2.42 -5.46 -1.08
H 5.17 -6.06 1.74
H 4.35 -4.60 1.79
C -2.59 4.48 -0.07
O -3.09 5.59 -0.07
N -3.34 3.35 -0.16
N -1.24 4.28 0.01
H -2.95 2.42 -0.17
H -4.33 3.46 -0.23
H -0.67 5.10 0.08
H -0.81 3.38 0.01
C -2.04 -6.14 -4.03
O -1.89 -5.22 -3.26
N -2.09 -5.97 -5.39
N -2.16 -7.44 -3.61
H -2.21 -6.71 -6.05
H -2.01 -5.03 -5.74
H -2.13 -7.60 -2.62
H -2.28 -8.21 -4.23
C -6.59 6.07 -1.85
O -6.70 4.88 -1.61
N -7.66 6.85 -2.19
N -5.40 6.72 -1.81
H -7.59 7.83 -2.39
H -8.56 6.41 -2.23
H -4.58 6.18 -1.56
H -5.29 7.70 -2.01
C 7.62 -0.53 3.30
O 8.79 -0.64 3.63
N 7.10 0.63 2.82
N 6.74 -1.57 3.39
H 6.14 0.74 2.55
H 7.72 1.42 2.74
H 7.09 -2.44 3.74
H 5.77 -1.50 3.13
C -2.65 9.27 -3.40
O -3.78 9.24 -3.86
N -1.81 10.33 -3.58
N -2.13 8.25 -2.67
H -0.88 10.36 -3.20
H -2.15 11.10 -4.11
H -2.72 7.45 -2.52
H -1.20 8.26 -2.28
C -0.04 10.53 -0.32
O 0.03 9.58 -1.09
N 1.03 11.32 -0.04
N -1.20 10.87 0.30
H 1.00 12.10 0.58
H 1.90 11.09 -0.49
H -2.01 10.31 0.11
H -1.29 11.65 0.93
```



# 5
ORCA calculation (ωB97M-V/def2-TZVPD) on a molecular structure, C20H50F6K2N3O22S6 in a non-equilibrium geometry.

The net charge is -1. Its energy above the lowest of the compared OMol25 structures with the same formula, charge and spin is 0.00 kcal/mol. As for the HOMO energy: -6.53 eV. The calculation puts the lowest unoccupied orbital energy at 1.3 eV.

```
109
C20H50F6K2N3O22S6, DFT ωB97M-V/def2-TZVPD
K 0.77 -0.21 2.75
K 3.65 -0.71 0.43
N 1.13 0.29 0.11
S 1.09 1.93 0.05
O 0.45 2.53 1.20
O 1.01 2.63 -1.21
F 2.61 2.18 0.49
S 0.03 -0.05 -0.92
O 0.25 0.05 -2.32
O -1.24 0.40 -0.41
F -0.09 -1.62 -0.63
N 3.53 -0.57 3.14
S 4.25 0.71 4.03
O 5.65 0.92 3.78
O 3.76 0.99 5.37
F 3.58 1.90 3.22
S 3.57 -1.55 4.32
O 2.43 -1.36 5.19
O 4.85 -1.91 4.85
F 3.09 -2.89 3.57
N -1.52 3.13 -5.29
S -2.33 3.00 -3.89
O -1.90 1.85 -3.13
O -3.69 3.47 -3.80
F -1.55 4.13 -3.08
S -2.46 2.29 -6.18
O -3.71 2.84 -6.64
O -2.34 0.87 -6.04
F -1.60 2.55 -7.57
C -7.55 3.57 3.72
O -6.63 2.89 2.91
C -5.55 3.73 2.48
C -4.49 2.94 1.78
O -4.81 2.86 0.42
C -4.03 1.95 -0.34
H -8.34 2.91 4.08
H -7.99 4.41 3.17
H -7.01 3.94 4.60
H -5.20 4.32 3.34
H -6.06 4.40 1.78
H -4.33 2.04 2.39
H -3.52 3.45 1.69
H -4.44 1.88 -1.34
H -4.01 0.94 0.10
H -3.05 2.42 -0.27
C -0.86 2.09 4.46
O -1.07 0.76 5.00
C -2.39 0.23 5.06
C -2.93 -0.22 3.70
O -2.01 -1.04 3.01
C -2.54 -1.50 1.78
H -1.29 2.75 5.22
H -1.48 2.32 3.59
H 0.17 2.42 4.31
H -3.01 1.05 5.44
H -2.53 -0.68 5.63
H -3.08 0.66 3.07
H -3.93 -0.67 3.76
H -1.91 -2.26 1.33
H -2.81 -0.71 1.08
H -3.52 -1.98 1.94
C -5.81 -2.09 -2.47
O -4.58 -2.69 -2.19
C -3.48 -1.80 -2.36
C -3.27 -1.41 -3.81
O -3.60 -2.43 -4.73
C -2.80 -3.59 -4.65
H -5.86 -1.13 -1.94
H -6.65 -2.70 -2.11
H -6.10 -1.99 -3.52
H -2.62 -2.39 -2.05
H -3.52 -0.92 -1.71
H -2.24 -1.05 -3.92
H -3.89 -0.57 -4.11
H -1.77 -3.47 -4.99
H -3.34 -4.31 -5.26
H -2.88 -4.11 -3.69
C 6.20 2.27 0.45
O 5.91 1.13 -0.35
C 5.44 1.64 -1.62
C 4.95 0.58 -2.61
O 3.82 -0.21 -2.22
C 3.45 -1.20 -3.16
H 5.28 2.79 0.73
H 6.88 2.95 -0.07
H 6.69 1.97 1.37
H 6.31 2.15 -2.04
H 4.67 2.41 -1.49
H 5.75 -0.08 -2.96
H 4.64 1.09 -3.53
H 2.56 -1.64 -2.71
H 4.17 -2.02 -3.23
H 3.25 -0.87 -4.18
C 6.93 -1.88 1.48
O 6.04 -2.38 0.51
C 5.87 -3.77 0.45
C 4.92 -4.14 -0.64
O 3.64 -3.68 -0.31
C 2.64 -4.30 -1.13
H 7.95 -2.27 1.37
H 6.60 -2.19 2.48
H 7.09 -0.80 1.50
H 5.46 -4.08 1.42
H 6.79 -4.34 0.31
H 5.01 -5.17 -1.00
H 5.29 -3.61 -1.54
H 1.69 -3.76 -1.05
H 2.46 -5.30 -0.74
H 2.96 -4.29 -2.17
```



no.,Kohn-Sham gap (eV)
1,9.6
2,8.2
3,7.4
4,6.1
5,7.8